P | Computed, not measured: a cluster of 2 separate species, C3H9N2OS in total, with the ωB97M-V functional and the def2-TZVPD basis.

Structure (ORCA input):
```
! RIJCOSX wB97M-V def2-TZVPD def2/J DEFGRID3
* xyz 0 2
C -0.91027 -1.83396 1.79860
N -1.31980 -0.55219 1.91172
O 0.00692 -2.20769 1.09882
H -1.46632 -2.56198 2.40853
H -2.18306 -0.41779 2.40608
H -0.96122 0.15657 1.23668
C 1.41938 -0.02714 -1.16930
C 1.17536 1.40364 -0.66739
S -0.51826 1.67196 -0.13883
N 0.63861 -0.35876 -2.37654
H 1.11034 -0.70858 -0.37532
H 2.46934 -0.19175 -1.41692
H 1.36773 2.13249 -1.46646
H 1.93530 1.61480 0.09771
H 0.95646 0.23270 -3.13972
H -0.32641 -0.10053 -2.18732
*
```

E_LUMO (spin up / spin down) ... 0.686 / -2.592 eV



Q | Computed, not measured: the molecule C3H9N2OS, with the ωB97M-V functional and the def2-TZVPD basis.

Structure (ORCA input):
```
! RIJCOSX wB97M-V def2-TZVPD def2/J DEFGRID3
* xyz 0 2
N 1.55781 -0.85455 0.14275
C 0.22491 -0.58459 0.56179
C -0.86621 -1.02765 -0.51018
S -0.70977 0.02392 -1.93560
C 0.09035 0.97177 0.69846
N -1.00128 1.69748 0.74138
O 1.16153 1.81856 0.47903
H 1.96906 -1.62313 0.64740
H 2.01095 -0.79622 -0.79828
H 2.03393 1.10903 0.27031
H 0.05776 -1.14017 1.52829
H -0.70320 -2.11503 -0.60216
H -1.79003 -0.85042 0.05311
H -1.12737 -0.65099 -3.03132
H -0.92267 2.79225 0.77389
H -1.98577 1.22974 0.98110
*
```

E_LUMO (spin up / spin down) ... 0.769 / 0.700 eV



It is Q that is the least stable of them.



P | Computed, not measured: a structure of composition C23H31BiN6O4PSSe3Te, with the ωB97M-V functional and the def2-TZVPD basis.

Structure (ORCA input):
```
! RIJCOSX wB97M-V def2-TZVPD def2/J DEFGRID3
* xyz -1 1
Bi -0.68892 0.09340 0.41099
C -0.88241 -2.13558 3.50659
O -1.72985 -1.57571 2.50775
C -2.81157 -0.85970 2.96732
C -3.91995 -1.49283 3.50234
C -4.98587 -0.74186 3.97092
C -4.94796 0.64413 3.89842
C -3.85416 1.27855 3.34361
C -2.77187 0.53529 2.87211
N -1.62544 1.10254 2.31292
N -1.50583 2.37073 2.43009
C -0.42941 3.03746 1.99873
C 0.88181 2.44838 1.80658
O 1.11847 1.23562 2.00724
C 1.95303 3.35297 1.44306
C 1.75595 4.67062 1.24334
C 0.47361 5.27632 1.44010
C 0.26997 6.64920 1.23426
C -0.96793 7.21738 1.41468
C -2.04768 6.41188 1.79011
C -1.87553 5.06184 1.98063
C -0.61134 4.46359 1.83356
H -1.16327 -1.78117 4.50041
H -0.95296 -3.22574 3.46108
H 0.14731 -1.82919 3.30392
H -3.93726 -2.57346 3.55081
H -5.84659 -1.23867 4.39790
H -5.77593 1.23548 4.26733
H -3.80047 2.35358 3.26268
H 2.92434 2.89887 1.29037
H 2.57568 5.30481 0.92236
H 1.11178 7.26240 0.93250
H -1.11100 8.28064 1.26851
H -3.02489 6.85762 1.92324
H -2.71131 4.43024 2.24094
Se 1.89555 -2.70831 0.21779
Se 0.83000 -4.58018 -0.48749
Te -1.67471 -4.39508 -0.04578
Se -2.28412 -1.74917 -0.54109
S -2.77827 0.84939 -0.55258
C 2.87546 2.96032 -5.81276
N 2.89224 2.37931 -4.48863
C 3.83174 2.99285 -3.57122
P 1.67115 1.42313 -3.85370
O 1.55660 1.62697 -2.39759
N 2.11833 -0.15696 -4.21025
C 2.50483 -0.54513 -5.54902
C 1.79384 -1.25340 -3.29724
N 0.37863 1.82428 -4.83862
C -0.62673 0.81435 -5.16966
C -0.19709 3.12055 -4.46667
H 3.79993 2.71093 -6.34979
H 2.79501 4.05431 -5.76649
H 2.02137 2.57588 -6.36556
H 4.85702 2.86904 -3.93602
H 3.73467 2.51306 -2.60056
H 3.63566 4.06438 -3.44356
H 2.87114 0.33280 -6.07767
H 1.68230 -0.98375 -6.12522
H 3.31039 -1.28175 -5.49420
H 3.36477 -0.56527 -2.19493
H 2.13950 -2.18813 -3.76220
H 0.71845 -1.35056 -3.09100
H -0.15782 -0.02039 -5.69019
H -1.34622 1.28470 -5.84198
H -1.16795 0.44699 -4.29543
H 0.58898 3.75958 -4.06046
H -0.98180 3.01007 -3.71584
H -0.61709 3.58757 -5.36245
O 2.76611 -2.24242 -1.38186
N 2.47718 -1.02906 -2.02420
*
```

E_LUMO ... 1.914 eV



Q | Computed, not measured: a structure of composition C23H31BiN6O4PSSe3Te, with the ωB97M-V functional and the def2-TZVPD basis.

Structure (ORCA input):
```
! RIJCOSX wB97M-V def2-TZVPD def2/J DEFGRID3
* xyz -1 1
Bi 0.46350 0.43446 1.18527
C 3.91244 3.50952 -0.49586
O 3.74677 2.11484 -0.34389
C 4.46283 1.49338 0.61408
C 5.56133 2.03156 1.27220
C 6.25913 1.25670 2.19186
C 5.88357 -0.04915 2.45595
C 4.77918 -0.58593 1.80740
C 4.07178 0.18416 0.90596
N 2.87395 -0.29136 0.28707
N 3.00187 -1.34661 -0.33971
C 1.81546 -1.81242 -0.98818
C 1.03170 -0.81560 -1.87190
O 1.50756 0.47315 -1.96262
C 0.39258 -1.36320 -3.06813
C 0.32518 -2.67779 -3.28316
C 1.01169 -3.65194 -2.44539
C 0.95646 -5.01390 -2.75037
C 1.68608 -5.93528 -2.02438
C 2.50120 -5.50549 -0.98170
C 2.56656 -4.16021 -0.66604
C 1.81954 -3.23001 -1.38203
H 4.89750 3.74669 -0.91106
H 3.77354 4.02130 0.45944
H 3.13601 3.82109 -1.19006
H 5.86897 3.04866 1.07638
H 7.10545 1.69098 2.70983
H 6.42301 -0.64014 3.18369
H 4.42363 -1.58252 2.02872
H -0.05149 -0.64369 -3.74436
H -0.20209 -3.05726 -4.15174
H 0.32969 -5.34058 -3.57257
H 1.62499 -6.98875 -2.26813
H 3.07360 -6.22241 -0.40685
H 3.18620 -3.81840 0.15285
Se 1.70631 2.68326 2.34906
Se 2.47319 1.85471 4.41027
Te 0.82260 0.01692 4.86026
Se 1.50529 -1.56503 3.06166
S 0.49334 1.66075 -1.24721
C -5.89709 0.83626 1.19453
N -4.54977 1.14303 1.61775
C -4.45926 1.73067 2.94211
P -3.23218 1.19856 0.60479
O -2.00290 1.24550 1.44473
N -3.26043 2.52568 -0.38091
C -4.33982 2.77164 -1.30986
C -2.21993 3.53882 -0.36530
N -3.50310 -0.08069 -0.39049
C -2.93229 -0.13974 -1.73714
C -3.62246 -1.41271 0.21326
H -6.52332 1.73690 1.14796
H -6.36455 0.14246 1.90185
H -5.88839 0.36432 0.21454
H -5.01292 2.67626 2.99725
H -3.41807 1.91070 3.19573
H -4.88163 1.04635 3.68477
H -5.05037 1.94689 -1.29904
H -3.95769 2.87019 -2.33235
H -4.87404 3.69513 -1.05789
H -1.49346 3.31448 0.41186
H -2.65410 4.52303 -0.15695
H -1.70381 3.58170 -1.32990
H -2.63101 0.85031 -2.07045
H -3.68268 -0.54136 -2.42682
H -2.05379 -0.78990 -1.73344
H -3.98228 -1.33245 1.23712
H -2.65094 -1.91354 0.20844
H -4.33918 -2.00437 -0.36458
O -0.56945 -1.96327 -0.41352
N 0.53079 -1.21525 -0.56463
*
```

E_LUMO ... 2.412 eV



It is P that is the least stable of them.



P | Computed, not measured: the molecule C4H7N3O4, with the ωB97M-V functional and the def2-TZVPD basis.

Structure (ORCA input):
```
! RIJCOSX wB97M-V def2-TZVPD def2/J DEFGRID3
* xyz 0 1
C -0.85056 -0.69758 -0.88045
N -0.23240 0.15671 0.10722
C -0.28251 1.61768 0.07339
O 1.05364 2.08997 0.55508
N 2.19918 1.39025 0.14920
O 2.92966 2.13914 -0.50562
C 2.27525 0.06388 0.37447
N 3.32088 -0.81384 0.09995
O 3.06854 -2.03745 0.15743
O 4.46232 -0.36806 -0.06899
C 0.89894 -0.40430 0.90161
H -0.56813 -0.61952 -1.91112
H -0.62489 -1.72491 -0.65799
H -1.91180 -0.53807 -0.72598
H -0.96254 1.90976 0.83852
H -0.40910 2.02798 -0.95982
H 0.77118 -1.49667 0.86404
H 0.91268 -0.03708 1.87370
*
```

E_LUMO (spin up / spin down) ... -1.276 / -1.273 eV
SMILES string ... CN1CO[N+]([O-])=C([N+](=O)[O-])C1



Q | Computed, not measured: a cluster of 2 separate species, C4H7N3O4 in total, with the ωB97M-V functional and the def2-TZVPD basis.

Structure (ORCA input):
```
! RIJCOSX wB97M-V def2-TZVPD def2/J DEFGRID3
* xyz 0 1
C -0.14217 -1.32990 -1.01592
N 0.86397 -0.43384 -0.44750
C 0.64993 0.04872 0.75633
N -0.26450 -0.07147 1.67385
C 1.95785 1.08361 1.26036
N 3.01069 1.28020 0.47066
O 3.98399 1.93911 0.73847
O 2.92844 0.88558 -0.80904
H 0.41472 -2.03408 -1.62597
H -0.83791 -0.62345 -1.48964
H -0.66039 -1.86335 -0.16096
H -0.32751 0.56623 2.43063
H -0.91843 -0.89877 1.87717
H 2.07722 1.35315 2.36081
H 2.13321 0.19463 -1.07527
O 1.50624 -2.23582 2.13031
C 2.57916 -2.58322 2.12621
O 3.64405 -2.94411 2.14246
*
```

E_LUMO ... 0.246 eV
SMILES string ... C/N=C(N)/C=[N+](/[O-])O.O=C=O



It is P that is the least stable of them.



P | Computed, not measured: a cluster of 3 separate species, C4H15N2O2 in total, with the ωB97M-V functional and the def2-TZVPD basis.

Structure (ORCA input):
```
! RIJCOSX wB97M-V def2-TZVPD def2/J DEFGRID3
* xyz 1 1
C 1.95525 1.11687 1.84558
C 0.55519 1.37475 1.27052
C 0.24476 0.44312 0.12010
C 0.95970 0.36274 -1.00207
N 0.58997 -0.29390 -2.13674
N -1.00595 -0.34763 0.25436
H 2.16815 0.04183 1.88698
H 2.09081 1.48011 2.85574
H 2.77467 1.57214 1.30067
H -0.15485 1.29036 2.09728
H 0.55025 2.39012 0.89183
H 1.92430 0.85785 -0.98416
H -0.28869 -0.77581 -2.22638
H 1.25859 -0.66107 -2.79178
H -1.75405 0.00125 -0.35215
H -0.83310 -1.31343 -0.06413
H -1.25273 -0.41951 1.23941
H 0.01257 -3.57206 0.61818
H -1.43689 -3.80962 0.99550
O -0.88242 -3.27548 0.41529
H -1.89655 1.70482 -2.02207
H -3.13477 0.88601 -2.44008
O -2.44421 0.94654 -1.77190
*
```

E_LUMO ... -2.872 eV



Q | Computed, not measured: a cluster of 2 separate species, C4H15N2O2 in total, with the ωB97M-V functional and the def2-TZVPD basis.

Structure (ORCA input):
```
! RIJCOSX wB97M-V def2-TZVPD def2/J DEFGRID3
* xyz 1 1
N 1.73025 -0.85893 -0.07033
C 0.17733 -0.91098 -0.39552
C -0.49067 0.37180 -0.38140
C -0.25638 1.03904 -1.73052
O 0.03681 1.08711 0.74207
C -0.40650 -1.72181 0.84088
N 0.20399 -2.98948 0.96232
H 1.98429 -0.18465 0.67312
H 1.84403 -1.86845 0.17961
H 2.20290 -0.58393 -0.96915
H -0.00784 -1.38211 -1.39500
H -1.65900 0.32215 -0.10055
H 0.33388 2.01025 -1.64539
H 0.39308 0.38302 -2.33161
H -1.20398 1.21543 -2.13546
H -0.64482 1.96219 0.70173
H -1.56784 -1.66598 0.72155
H -0.07976 -1.24020 1.79185
H -0.45762 -3.88926 0.63071
H 0.44166 -3.18587 1.86112
H -1.61650 3.98936 0.19215
H -0.13479 3.64718 0.09356
O -0.97556 3.25557 -0.05617
*
```

E_LUMO ... -2.892 eV



R | Computed, not measured: a cluster of 2 separate species, C4H15N2O2 in total, with the ωB97M-V functional and the def2-TZVPD basis.

Structure (ORCA input):
```
! RIJCOSX wB97M-V def2-TZVPD def2/J DEFGRID3
* xyz 1 1
N 1.17857 0.14898 -2.02058
C 0.17626 1.00101 -1.34157
C 0.79098 1.65972 -0.14565
N 1.44457 0.61316 0.66578
C 0.52481 -0.19297 1.48203
C 0.32548 -1.56563 0.86577
O -0.60851 -1.51892 -0.21449
H 1.57402 -0.46195 -1.29240
H 1.86880 0.69532 -2.53203
H 0.68937 -0.51894 -2.59122
H -0.25871 1.68264 -2.00697
H -0.65422 0.39672 -1.11777
H 1.59189 2.35774 -0.38437
H 0.04678 2.20159 0.43625
H 2.17510 1.05999 1.18152
H 1.03768 -0.34739 2.43733
H -0.39755 0.33756 1.69361
H 0.03647 -2.27947 1.63949
H 1.26760 -1.91615 0.46708
H -1.45373 -1.78746 0.13484
H -3.67351 0.04135 1.44088
H -3.82106 -1.28308 0.64197
O -3.86107 -0.32381 0.56048
*
```

E_LUMO ... -3.068 eV



S | Computed, not measured: a cluster of 3 separate species, C4H15N2O2 in total, with the ωB97M-V functional and the def2-TZVPD basis.

Structure (ORCA input):
```
! RIJCOSX wB97M-V def2-TZVPD def2/J DEFGRID3
* xyz 1 1
C -0.70766 1.13705 1.32347
C -0.60845 -0.06015 2.24812
C 0.58816 -1.02078 1.93298
C 0.03601 -3.00880 0.81660
N 0.17971 -1.74901 0.69060
N -0.86424 0.72015 -0.13364
H 0.14991 1.71060 1.60570
H -1.39274 2.04454 1.54328
H -0.52745 0.33713 3.32562
H -1.57990 -0.51415 2.31543
H 1.56251 -0.58561 1.77031
H 0.84418 -1.83448 2.78073
H 0.30689 -3.71985 1.69236
H -0.40701 -3.43247 -0.08085
H -1.21608 1.46248 -0.68523
H 0.12846 0.40222 -0.46706
H -1.40291 -0.21532 -0.12239
H 2.27409 0.52079 -2.37920
H 1.71469 -0.36482 -3.29792
O 1.54170 0.48367 -2.97520
H -1.18282 1.99622 -2.75387
H 0.18785 2.32415 -3.33312
O -0.35624 2.61467 -2.49224
*
```

E_LUMO ... -3.011 eV



It is S that is the least stable of them.